(1)
Molecular formula: C12H25F6MoN4O6S2Se2
Method: DFT, ωB97M-V with the def2-TZVPD basis set

```
! wB97M-V def2-TZVPD RIJCOSX def2/J DEFGRID3
* xyz 3 3
Mo 8.275 9.584 8.320
F 4.058 11.064 11.134
C 5.176 11.457 10.445
F 5.275 12.818 10.623
F 4.959 11.272 9.123
S 6.754 10.676 11.130
O 7.620 10.984 9.926
O 7.077 11.396 12.321
N 6.499 9.175 11.356
S 6.713 8.156 10.197
O 8.275 8.104 10.120
O 6.283 8.684 8.841
C 6.461 6.306 10.911
F 5.309 6.323 11.595
F 6.427 5.389 9.917
F 7.489 6.020 11.743
C 11.618 11.275 5.976
Se 10.374 9.823 5.563
C 9.230 10.660 4.112
C 8.235 11.696 4.648
Se 8.106 11.458 6.766
C 7.541 13.127 7.620
H 11.927 11.835 5.084
H 12.385 10.814 6.601
H 10.968 11.885 6.604
H 8.692 9.805 3.628
H 9.897 11.063 3.337
H 7.190 11.591 4.243
H 8.597 12.721 4.583
H 7.360 13.887 6.872
H 8.393 13.402 8.263
H 6.699 12.837 8.240
C 6.449 7.062 5.850
N 7.199 6.266 6.847
C 6.790 4.876 6.939
C 8.396 6.689 7.307
C 9.430 5.829 7.931
O 8.708 7.922 7.174
H 5.375 6.804 5.895
H 6.812 6.856 4.827
H 6.585 8.092 6.045
H 5.808 4.685 6.409
H 6.719 4.576 8.007
H 7.479 4.234 6.414
H 9.164 4.725 7.920
H 9.711 6.096 8.987
H 10.338 5.878 7.314
C 12.633 11.925 10.670
N 11.837 11.301 9.592
C 10.849 10.388 9.694
N 10.473 9.929 10.870
O 10.340 9.929 8.593
H 13.698 11.682 10.613
H 12.310 11.607 11.633
H 12.551 12.987 10.582
H 11.986 11.687 8.659
H 10.822 10.340 11.718
H 9.872 9.083 10.959
*
```

As for the energy relative to the best compared isomer or geometry (same formula, charge and spin): 1.915 eV. The value obtained for the frontier orbital gap (spin up / spin down) is 6.4 / 5.4 eV. For the molar mass, the calculation gives 753.3 g/mol. As for the expectation value of S²: 2.155.

These are the natural (NBO) partial charges, in e, on atoms 1 to 4:
1 Mo 1.30
2 F -0.28
3 C 0.74
4 F -0.29

(2)
Molecular formula: C5H6N2
Method: DFT, ωB97M-V with the def2-TZVPD basis set

```
! wB97M-V def2-TZVPD RIJCOSX def2/J DEFGRID3
* xyz 0 1
N -2.557 0.499 -0.992
C -1.414 0.736 -0.973
C -0.005 1.027 -0.847
C 0.671 0.756 0.446
C -0.004 -0.428 1.127
C 0.410 -1.225 -0.130
N 1.027 -0.021 -0.772
H 0.318 1.883 -1.432
H 1.354 1.472 0.896
H 0.446 -0.762 2.060
H -1.081 -0.294 1.278
H 1.205 -1.944 0.072
H -0.370 -1.699 -0.733
*
```

As for the energy relative to the best compared isomer or geometry (same formula, charge and spin): 2.387 eV. The structure (SMILES) is N#C[C@H]1[C@H]2CCN21. The value obtained for the frontier orbital gap is 10.8 eV. For the molar mass, the calculation gives 94.1 g/mol.

These are the natural (NBO) partial charges, in e, on atoms 1 to 4:
1 N -0.31
2 C 0.26
3 C -0.23
4 C -0.05